w | Molecular formula: C3H3NOS2
Method: DFT, wB97M-V/def2-TZVPD

XYZ file:
```
10
Properties=species:S:1:pos:R:3:nbo_charge:R:1
H -0.0528 -1.6490 -1.2735 0.16
N -0.0120 0.0062 0.0101 -0.53
H -0.4901 1.3769 1.5217 0.21
S 2.4450 -1.2542 0.0907 -0.02
O -0.6743 0.0231 -2.2333 -0.46
H 1.2974 0.2353 1.5976 0.21
C -0.3242 -0.5793 -1.2140 0.55
C -0.8963 0.8806 0.6293 -0.08
C 1.1911 -0.2708 0.6310 -0.06
S -2.4838 1.2313 0.2405 0.03
```

## Properties
Gap between HOMO and LUMO, Ha: 0.29613
HOMO energy, eV: -9.39
SMILES: O=CN(C=S)C=S
E_LUMO, eV: -1.329

***

x | Molecular formula: C3H3NOS2
Method: DFT, wB97M-V/def2-TZVPD

XYZ file:
```
10
Properties=species:S:1:pos:R:3:nbo_charge:R:1
O 2.3458 0.3288 -0.5069 -0.41
C 1.3068 1.2607 -0.3095 -0.07
C 1.7968 -0.8505 -0.0665 0.30
S -2.7040 1.0043 0.5029 -0.09
H 2.2277 -1.7875 0.2830 0.22
C 0.2718 0.6139 0.2062 0.21
N 0.6011 -0.6844 0.3890 -0.51
S -3.3924 -0.6261 -0.3710 -0.01
H -3.9944 -1.5183 0.6375 0.13
H 1.5407 2.2592 -0.7647 0.23
```

## Properties
Gap between HOMO and LUMO (alpha / beta), Ha: 0.27831 / 0.29383
HOMO energy (alpha / beta), eV: -9.26 / -8.97
E_LUMO (alpha / beta), eV: -1.684 / -0.971

***

Quick one: most stable of them? w

***

w | Molecular formula: C3H9OS
Method: DFT, wB97M-V/def2-TZVPD

XYZ file:
```
14
Properties=species:S:1:pos:R:3:nbo_charge:R:1
H -0.6656 2.0994 -1.0922 0.17
C 1.1675 -0.9032 0.0213 -1.09
C -0.7224 1.6362 -2.0745 -0.25
H 0.6722 -0.9792 2.8039 0.20
C -0.3760 -1.1270 2.5261 -0.79
S -0.3737 -0.4585 0.7250 0.05
H -1.1149 -0.6190 3.1447 0.19
H -0.4819 -2.2091 2.4643 0.18
H -1.6782 1.1536 -2.2691 0.15
H -0.5989 2.4323 -2.8302 0.14
O 0.3960 0.7784 -2.2636 -0.80
H 1.4037 -1.9503 0.1439 0.17
H 0.4975 0.2376 -1.4253 0.50
H 1.8746 -0.0912 0.1257 0.17
```

## Properties
Gap between HOMO and LUMO, Ha: 0.21532
HOMO energy, eV: -1.87
Net charge: -1
E_LUMO, eV: 3.993

***

x | Molecular formula: C3H9OS
Method: DFT, wB97M-V/def2-TZVPD

XYZ file:
```
14
Properties=species:S:1:pos:R:3:nbo_charge:R:1
C -0.1736 0.2893 1.2004 -0.62
H -2.0351 -0.4120 0.3507 0.17
C -1.0544 0.9901 -0.9946 0.00
O -1.3314 2.1434 -0.3766 -0.95
H 3.4766 -1.1142 0.0227 0.12
S 2.4166 -1.2578 -0.7693 -0.25
H -1.7753 0.7102 -1.8181 0.07
H -0.6912 1.1490 1.6227 0.24
C -0.9886 -0.2077 0.0143 -0.44
H -0.5461 -1.1084 -0.4598 0.15
H 1.9451 -2.3083 -0.1323 0.13
H 0.8180 0.6522 0.8540 0.19
H -0.0181 0.9659 -1.5246 0.04
H -0.0425 -0.4918 2.0104 0.15
```

## Properties
Gap between HOMO and LUMO, Ha: 0.19135
HOMO energy, eV: -2.08
Net charge: -1
E_LUMO, eV: 3.126

***

Quick one: most stable of them? x

***

w | Molecular formula: C3H12N2O2
Method: DFT, wB97M-V/def2-TZVPD

XYZ file:
```
19
Properties=species:S:1:pos:R:3:nbo_charge:R:1
H -2.5508 1.1948 1.4898 0.20
H -1.9085 -0.0054 2.6161 0.21
H -2.7780 -0.5272 1.1654 0.21
H -0.9704 0.3629 -0.2766 0.17
C -0.7756 0.1775 0.7946 -0.21
H 1.2273 1.5423 -0.4605 0.15
H 1.8835 0.2511 0.5661 0.19
H -0.3238 -0.8164 0.8856 0.16
H 1.1273 -2.1095 -3.2884 0.32
H 0.5724 -2.2507 -0.6700 0.48
C -2.0872 0.2106 1.5644 -0.61
N 0.1734 1.1259 1.3532 -0.62
N 0.4727 -1.8171 -2.5527 -0.06
H 2.0612 1.9424 1.0634 0.20
C 1.3933 1.2293 0.5818 -0.41
H 1.1963 -0.0711 -2.2916 0.45
H -0.2657 2.0409 1.4251 0.35
O 0.3210 -0.4381 -2.6227 -0.57
O 1.2315 -2.0421 -1.3431 -0.61
```

## Properties
Gap between HOMO and LUMO, Ha: 0.35732
HOMO energy, eV: -8.82
SMILES: CCNC.ONO
E_LUMO, eV: 0.900

***

x | Molecular formula: C3H12N2O2
Method: DFT, wB97M-V/def2-TZVPD

XYZ file:
```
19
Properties=species:S:1:pos:R:3:nbo_charge:R:1
H 1.6046 -1.4819 -1.7867 0.34
H -0.7054 -3.1121 0.4656 0.22
H 1.2083 -0.3718 0.8498 -0.21
N 0.4122 1.1333 -0.6862 -0.86
H 1.7298 -2.2974 0.3097 0.18
C -0.7855 1.8544 -0.3062 0.51
O -1.5671 1.0982 0.5617 -0.71
H -1.4300 2.0585 -1.1703 0.14
H -0.2525 -2.0546 1.8157 0.21
C -0.4083 -2.0948 0.7363 -0.67
O -0.3289 3.0535 0.2761 -0.72
N 0.7181 -1.3994 -1.2920 -0.86
H 0.2831 0.1835 -1.2127 0.45
H -1.2268 -1.4327 0.4536 0.22
H 0.9421 0.4911 0.3162 0.28
C 0.8496 -1.7343 -0.0169 0.11
H -1.0999 3.5612 0.5576 0.48
H 1.0698 1.7281 -1.1766 0.40
H -1.0132 0.8171 1.3053 0.48
```

## Properties
Gap between HOMO and LUMO, Ha: 0.31516
HOMO energy, eV: -7.90
E_LUMO, eV: 0.679

***

Quick one: most stable of them? x

***

w | Molecular formula: C3H12N2O2
Method: DFT, wB97M-V/def2-TZVPD

XYZ file:
```
19
Properties=species:S:1:pos:R:3:nbo_charge:R:1
H -1.3859 1.6720 -1.8641 0.47
H 0.6710 -2.0635 -1.3585 0.23
H -1.5193 -0.8003 -0.8022 0.21
C 1.1414 -1.3367 -0.7064 -0.63
H 1.5296 2.4119 -0.0109 0.47
C 0.2159 -0.8103 0.3756 0.09
O -0.7664 1.6414 -2.5889 -0.96
H 0.8516 1.1519 0.4105 0.49
H 1.6916 -0.6773 1.9351 0.39
H -1.7387 -0.2549 2.1102 0.35
H 0.0929 1.6677 -2.1617 0.49
H -2.9433 -0.3696 0.9967 0.38
O 0.8262 1.8334 -0.2983 -0.97
H 0.1619 -0.3058 2.3857 0.38
N -1.9710 -0.1377 1.1365 -0.83
H 1.8907 -1.9142 -0.1481 0.20
N 0.7778 -0.4235 1.5989 -0.86
H 1.6045 -0.5021 -1.2220 0.23
C -1.1305 -0.7824 0.2120 -0.11
```

## Properties
Gap between HOMO and LUMO, Ha: 0.29695
HOMO energy, eV: -7.41
SMILES: C/C(N)=C/N.O.O
E_LUMO, eV: 0.670

***

x | Molecular formula: C3H12N2O2
Method: DFT, wB97M-V/def2-TZVPD

XYZ file:
```
19
Properties=species:S:1:pos:R:3:nbo_charge:R:1
C 1.4560 -1.3497 -0.5319 -0.43
H 2.5562 0.7958 0.6261 0.11
O 0.7970 1.9001 1.0637 -0.71
H 0.0835 -0.4128 0.6437 0.39
H -2.6542 -1.4934 -0.1992 0.19
H 1.0751 -2.3407 -0.2782 0.21
C -2.5034 -0.4304 -0.3873 -0.41
H 0.6243 1.4505 1.8999 0.49
O 1.4095 1.4874 -1.0371 -0.71
H 2.1494 1.1588 -1.5570 0.48
H -2.4042 0.0853 1.5918 0.36
C 1.5270 1.0479 0.2719 0.51
N -1.8272 0.1600 0.7614 -0.85
H 2.5467 -1.4068 -0.6065 0.18
H 1.0579 -1.0671 -1.5142 0.17
N 1.1032 -0.4290 0.5317 -0.71
H -1.6563 1.1467 0.5969 0.37
H -3.4786 0.0184 -0.6152 0.17
H -1.8620 -0.3211 -1.2608 0.20
```

## Properties
Gap between HOMO and LUMO, Ha: 0.35406
HOMO energy, eV: -8.75
SMILES: CNC(O)O.CN
E_LUMO, eV: 0.883

***

Quick one: most stable of them? w